Density functional theory data (ωB97M-V/def2-TZVPD) for the molecule CH2O2S at a distorted geometry.

Output
E   -587.97003 a.u.
HOMO-LUMO gap   11.035 eV
HOMO level   -10.65 eV
Total charge   0
Structure (SMILES)   O=C(O)S
Molecular weight   78.09 u
Relative energy (zero: lowest compared OMol25 entry of this formula, charge and spin)   0.456 eV
Largest force on an atom   2.7 eV/Å

Atoms and positions in Å:
C -0.413504 -0.220315 -0.065198
H -0.409668 1.673924 -0.056691
H 1.527142 -1.267637 0.316985
O -1.100730 1.023682 -0.030143
O -1.051339 -1.230513 -0.082898
S 1.448098 0.020858 -0.082053

Cartesian forces, eV/Å:
-1.55 1.35 -0.09
0.35 0.99 0.08
0.38 0.29 -0.15
1.13 -2.46 -0.18
1.44 0.87 0.11
-1.75 -1.03 0.23

Results of the Mulliken charge analysis, in e, for atoms 1 through 2: 0.61, 0.28